{
  "formula": "C5H5F4I2O5S",
  "method": "ωB97M-V/def2-TZVPD",
  "charge": -1,
  "elements": ["C", "C", "F", "C", "I", "I", "O", "C", "O", "H", "H", "H", "H", "H", "C", "F", "F", "F", "S", "O", "O", "O"],
  "positions_angstrom": [[-1.77291, 0.95173, -1.10779], [-0.84751, 2.14303, -1.34765], [-0.52314, 2.23189, -2.71280], [0.47237, 2.18604, -0.49135], [2.25887, 2.02168, -1.71990], [0.55381, 4.16471, 0.44827], [0.56006, 1.15710, 0.42265], [0.54256, 1.35940, 1.78829], [1.45520, 1.10089, 2.48064], [-1.42110, 0.22585, -0.37435], [-2.76003, 1.32326, -0.81029], [-1.88881, 0.41078, -2.05485], [-1.38068, 3.07566, -1.13583], [-0.43778, 1.69183, 2.15856], [1.49912, -2.99247, 0.61818], [2.08331, -3.06733, -0.59329], [1.96063, -4.02731, 1.34706], [1.93541, -1.86479, 1.20397], [-0.34045, -3.02406, 0.48839], [-0.58141, -4.29388, -0.15832], [-0.61167, -1.84999, -0.32076], [-0.75584, -2.92402, 1.87118]],
  "atomic_forces_ev_per_a": [[-0.061, -0.033, -0.173], [-0.229, 0.198, -0.245], [-0.088, -0.068, 0.499], [0.027, -0.179, -0.160], [-0.108, -0.024, 0.021], [0.028, 0.032, 0.096], [0.137, 0.175, -0.198], [-0.749, 0.036, 0.043], [0.595, -0.179, 0.264], [0.084, 0.104, -0.126], [0.173, -0.101, -0.040], [0.083, 0.112, 0.231], [0.114, -0.209, -0.088], [0.040, 0.080, -0.148], [0.021, -0.016, -0.018], [-0.013, 0.011, 0.113], [-0.002, 0.094, -0.062], [0.017, -0.042, -0.029], [0.085, -0.070, 0.044], [-0.073, 0.027, 0.007], [-0.046, 0.032, -0.006], [-0.036, 0.022, -0.028]],
  "nbo_charge": [-0.679, 0.111, -0.369, 0.046, 0.165, 0.081, -0.588, 0.662, -0.480, 0.288, 0.207, 0.249, 0.174, 0.126, 0.670, -0.337, -0.337, -0.334, 2.357, -0.991, -1.023, -0.997]
}

=====

{
  "formula": "C5H5FIN",
  "method": "ωB97M-V/def2-TZVPD",
  "de_lowest_ev": 5.583,
  "charge": 0,
  "elements": ["C", "C", "C", "C", "C", "N", "F", "I", "H", "H", "H", "H", "H"],
  "positions_angstrom": [[0.11886, 1.62702, -0.05812], [1.50724, 1.25827, 0.01295], [1.83799, 0.01024, 0.46457], [-0.41286, -0.68440, -0.32527], [-1.42140, -1.73049, 0.02564], [-0.67867, 0.57178, -0.10334], [2.43268, 2.23401, 0.04952], [3.46803, -1.04459, -0.02405], [-0.27333, 2.68149, 0.02591], [-0.83615, -2.68802, 0.22442], [-2.07668, -1.26691, 0.86614], [-2.02299, -1.63798, -0.96658], [-1.64273, 0.66958, -0.19179]],
  "atomic_forces_ev_per_a": [[2.572, 1.923, 0.072], [-1.765, 0.887, 1.279], [-2.772, -1.594, -1.012], [4.380, -0.375, 0.828], [-0.387, 1.841, -0.359], [-0.798, -0.834, -0.541], [-0.043, 0.291, -0.424], [0.845, -0.184, -0.154], [0.480, -1.577, -0.484], [-1.545, 1.116, -0.334], [0.828, -1.610, -0.968], [0.617, -1.244, 1.610], [-2.412, 1.359, 0.486]],
  "nbo_charge": [-0.133, 0.216, -0.346, 0.242, -0.736, -0.512, -0.321, 0.246, 0.232, 0.275, 0.201, 0.246, 0.387]
}

=====

{
  "formula": "C5H5FIN",
  "method": "ωB97M-V/def2-TZVPD",
  "de_lowest_ev": 0.198,
  "smiles": "Cc1[nH]cc(F)c1I",
  "charge": 0,
  "elements": ["C", "C", "C", "C", "C", "N", "F", "I", "H", "H", "H", "H", "H"],
  "positions_angstrom": [[1.52504, 0.53908, 0.90273], [1.36257, 1.23435, -0.24980], [0.02172, 0.76421, -0.86068], [-0.46335, -0.10099, 0.06289], [-1.47868, -1.10812, -0.16597], [0.42664, -0.26506, 1.05356], [2.26034, 1.99197, -0.81993], [-1.02537, 1.46260, -2.50785], [2.19595, 0.78835, 1.66782], [-1.95170, -0.82495, -1.06068], [-0.89878, -2.04536, -0.32302], [-2.24572, -1.31750, 0.62480], [0.27134, -1.11857, 1.67611]],
  "atomic_forces_ev_per_a": [[-0.374, 0.466, -0.734], [-3.220, -2.131, -1.211], [2.673, 2.033, 0.993], [0.447, -0.080, -0.524], [-0.462, -1.795, 1.151], [-0.788, -2.033, 2.411], [0.385, 1.054, -0.362], [0.422, -0.021, 0.151], [0.965, -0.284, 0.845], [-0.975, -0.135, -1.139], [-0.713, 0.248, -0.123], [0.746, 0.498, -0.501], [0.894, 2.179, -0.956]],
  "nbo_charge": [-0.172, 0.350, -0.329, 0.106, -0.644, -0.506, -0.298, 0.173, 0.222, 0.238, 0.219, 0.223, 0.419]
}

=====

Q: Which LUMO energy values were calculated for the entries above? A: 1.63; -0.44; 0.60, in eV.
Q: Which highest occupied orbital energy values were calculated for the entries above? A: -5.92; -7.41; -8.38, in eV.
Q: Which E values were calculated for the entries above? A: -53411.4114; -17567.6505; -17573.0350, in eV.